# C20H38N2O8

A cluster of 8 separate species, C20H38N2O8 in total at a distorted geometry (the ωB97M-V functional and the def2-TZVPD basis, the Open Molecules 2025 dataset).

## Properties
Frontier orbital gap ... 8.3 eV
Relative energy (zero: lowest compared OMol25 entry of this formula, charge and spin) ... 0.0 kcal/mol
Energy ... -1496.1601 hartree
LUMO ... 0.36 eV
Charge ... 0
Maximum force ... 0.0923 Eh/bohr

Positions of all 68 atoms, in Å:
C: -0.88 2.49 4.60
C: -1.42 2.43 5.89
C: -2.62 3.13 5.81
N: -2.79 3.60 4.50
C: -1.70 3.21 3.78
H: 0.05 2.10 4.23
H: -1.03 2.02 6.81
H: -3.38 3.25 6.57
H: -3.63 3.85 3.99
H: -1.59 3.43 2.73
C: 0.95 -4.94 -2.90
C: -0.11 -4.17 -3.24
C: -0.54 -3.51 -2.04
N: 0.34 -3.80 -1.04
C: 1.24 -4.68 -1.57
H: 1.53 -5.43 -3.66
H: -0.64 -4.00 -4.16
H: -1.46 -2.95 -2.02
H: 0.42 -3.37 -0.13
H: 2.07 -4.99 -0.95
O: -1.60 -3.08 2.31
C: -1.59 -2.12 3.11
C: -0.60 -1.71 4.22
C: -1.57 -1.13 5.31
C: -2.82 -0.73 4.41
O: -2.64 -1.36 3.17
H: -0.16 -2.62 4.64
H: 0.12 -0.95 3.93
H: -1.75 -1.92 6.05
H: -1.07 -0.31 5.81
H: -3.73 -1.16 4.81
H: -2.83 0.35 4.23
O: 0.24 0.71 1.96
C: -0.01 0.63 0.77
C: 0.73 -0.26 -0.26
C: 0.40 0.40 -1.60
C: -0.86 1.24 -1.21
O: -0.80 1.46 0.16
H: 1.76 -0.16 0.07
H: 0.61 -1.35 -0.27
H: 1.28 0.97 -1.91
H: 0.13 -0.42 -2.26
H: -0.84 2.28 -1.53
H: -1.78 0.74 -1.51
C: -3.45 1.23 -4.24
O: -2.31 1.98 -3.94
H: -4.16 1.93 -4.68
H: -3.19 0.41 -4.91
H: -3.96 0.87 -3.35
H: -1.91 2.42 -4.70
C: 5.24 0.51 0.22
O: 4.07 -0.21 -0.09
H: 6.00 -0.25 0.03
H: 5.34 1.45 -0.32
H: 5.29 0.60 1.31
H: 3.32 0.39 -0.15
C: 0.43 3.43 -4.51
O: -0.19 3.73 -5.68
H: 1.35 3.98 -4.29
H: -0.25 3.66 -3.69
H: 0.66 2.36 -4.45
H: 0.28 3.48 -6.48
C: 3.40 -1.63 -3.13
O: 4.77 -1.11 -2.93
H: 3.34 -2.08 -4.13
H: 3.16 -2.51 -2.53
H: 2.55 -0.97 -2.99
H: 4.78 -0.84 -2.01